ORCA calculation (ωB97M-V/def2-TZVPD) on a structure of composition C28H28Cl2O2Sb2Sn.

XYZ file:
```
63
Properties=species:S:1:pos:R:3:forces:R:3:lowdin_charge:R:1
Sn -3.788953 -2.155822 -1.262820 -0.33 -0.18 -0.45 1.331
C 1.395296 2.837230 0.003777 0.15 0.08 0.08 -0.329
C 2.691609 2.177849 0.472038 -0.07 -0.04 -0.15 -0.324
C 3.187331 1.138691 -0.544109 0.04 0.26 0.17 -0.325
Sb 1.870182 -0.513700 -0.559874 0.22 0.20 -0.41 1.626
C 2.253898 -1.448058 1.259299 -0.19 -0.03 0.17 -0.371
C 3.618081 -1.643396 1.473315 -0.08 -0.06 0.14 -0.104
C 4.019474 -2.248173 2.658157 0.04 0.01 -0.04 -0.017
C 3.076852 -2.628616 3.602723 0.01 -0.01 0.01 -0.012
C 1.721558 -2.426855 3.370387 -0.04 0.00 0.00 -0.044
C 1.295011 -1.836448 2.189825 0.06 -0.05 -0.03 -0.119
C 2.110611 -1.518356 -2.347641 -0.12 -0.20 -0.19 -0.401
C 3.441411 -1.689437 -2.730217 -0.08 -0.02 -0.07 -0.106
C 3.704547 -2.393517 -3.897546 0.03 0.00 0.01 -0.021
C 2.659286 -2.902020 -4.655650 0.00 -0.01 0.00 -0.009
C 1.337652 -2.710089 -4.266170 -0.01 0.00 -0.02 -0.042
C 1.050644 -2.020191 -3.099854 0.07 0.07 0.02 -0.131
Sb -0.164794 1.459886 -0.451180 0.19 -0.06 0.78 1.586
C -1.035233 1.087971 1.499613 -0.11 0.01 -0.06 -0.213
C -2.036474 0.012194 1.739334 0.04 -0.01 -0.10 -0.366
C -2.392336 -0.278739 3.137676 -0.03 -0.07 0.05 0.121
C -2.099749 0.601912 4.137493 0.00 0.05 -0.09 0.029
C -1.307343 1.712038 3.824635 0.05 0.03 -0.03 0.114
C -0.773128 1.942096 2.526102 0.08 -0.07 0.13 -0.048
C -1.533999 2.700399 -1.442776 -0.01 -0.47 -0.28 -0.386
C -2.264140 3.537349 -0.607247 -0.11 0.12 -0.28 -0.115
C -2.989403 4.558413 -1.213140 -0.02 -0.03 0.12 -0.027
C -2.975199 4.709046 -2.593751 0.01 0.00 -0.01 -0.008
C -2.240900 3.844856 -3.396117 0.03 -0.04 -0.07 -0.025
C -1.503479 2.813045 -2.827444 -0.15 0.16 0.09 -0.106
H 1.546214 3.362013 -0.944376 -0.04 0.02 0.01 0.091
H 0.998441 3.574044 0.703612 0.05 0.02 -0.01 0.076
H 2.574094 1.731682 1.464358 0.03 -0.03 -0.01 0.109
H 3.457184 2.949222 0.579150 -0.02 0.03 -0.03 0.139
H 4.181032 0.770303 -0.289532 0.00 -0.03 0.01 0.082
H 3.220650 1.539789 -1.558851 0.05 0.01 0.00 0.091
H 4.371387 -1.361142 0.747653 0.01 0.03 -0.01 0.106
H 5.072641 -2.418923 2.837443 0.00 -0.01 0.00 0.136
H 3.401626 -3.095092 4.523124 0.00 0.00 0.00 0.134
H 0.998141 -2.744808 4.109384 0.00 -0.01 0.00 0.121
H 0.237620 -1.722391 1.985534 0.00 0.01 -0.01 0.078
H 4.269329 -1.288086 -2.156943 0.00 0.00 0.01 0.108
H 4.728790 -2.535262 -4.215010 0.00 -0.01 0.00 0.135
H 2.875972 -3.450031 -5.562788 0.00 0.01 -0.01 0.135
H 0.535739 -3.096850 -4.880503 0.00 -0.01 0.01 0.124
H 0.022289 -1.853893 -2.797650 0.02 -0.05 0.00 0.084
H -2.978074 0.543679 1.432011 -0.03 0.07 0.08 0.223
H -2.970189 -1.177317 3.325575 -0.02 0.01 -0.02 0.158
H -2.446594 0.442477 5.150021 0.02 -0.02 0.00 0.150
H -1.059500 2.415921 4.613936 0.00 0.01 -0.01 0.157
H -0.107280 2.786843 2.402495 -0.04 0.02 0.02 0.116
H -2.287855 3.429777 0.469067 0.05 0.01 0.04 0.096
H -3.561915 5.238600 -0.596312 -0.02 0.00 -0.01 0.132
H -3.543674 5.509362 -3.048447 0.01 0.01 0.00 0.136
H -2.230059 3.975176 -4.470181 -0.02 0.00 0.00 0.133
H -0.933932 2.142451 -3.456918 0.04 0.00 0.01 0.110
Cl -5.966637 -2.401108 0.517072 0.05 -0.09 0.06 0.545
C -5.769208 -4.185026 0.661375 0.05 0.05 -0.01 -0.811
Cl -4.151654 -4.657178 0.047823 -0.03 0.07 0.10 0.556
H -6.530298 -4.666133 0.055623 0.02 0.02 -0.01 0.070
H -5.827152 -4.445294 1.712446 -0.01 -0.01 -0.01 0.064
O -2.509619 -0.865919 -0.328294 0.28 0.03 0.37 -0.551
O -1.945805 -1.166449 0.969235 -0.12 0.18 -0.04 -0.191
```
Positions in Å, forces in eV/Å.

## Properties
- LUMO energy (eV) = -13.42
- HOMO energy (eV) = -19.209
- max |F| (eV/Å) = 0.80
- Kohn-Sham gap (eV) = 5.793
- total charge = +4